Density functional theory data (the ωB97M-V functional and the def2-TZVPD basis) for a structure of composition C31H31FN2O5PRuS2 at a distorted geometry.

XYZ file:
```
74
C31H31FN2O5PRuS2 the ωB97M-V functional and the def2-TZVPD basis
Ru -0.63 1.62 -1.06
C -3.11 -5.77 -1.21
C -1.75 -5.38 -0.64
C -1.41 -6.10 0.66
C -2.37 -5.71 1.77
C -2.43 -4.20 1.90
C -2.80 -3.61 3.09
C -2.81 -2.23 3.21
F -3.18 -1.70 4.39
C -2.44 -1.41 2.18
C -2.07 -1.98 0.96
C -1.69 -1.10 -0.15
O -1.71 0.14 0.06
C -1.32 -1.75 -1.35
C -1.36 -3.11 -1.41
N -1.70 -3.92 -0.41
C -2.07 -3.38 0.82
C -0.87 -1.03 -2.60
O -0.46 -1.70 -3.52
O -1.00 0.26 -2.60
H -3.17 -6.86 -1.31
H -3.26 -5.32 -2.19
H -3.92 -5.44 -0.56
H -0.98 -5.60 -1.37
H -0.39 -5.84 0.95
H -1.45 -7.18 0.48
H -2.05 -6.13 2.72
H -3.37 -6.10 1.57
H -3.09 -4.22 3.93
H -2.43 -0.33 2.29
H -1.08 -3.58 -2.35
C -4.16 6.90 -0.54
C -2.74 6.48 -0.26
O -2.37 5.49 -1.24
P -1.24 4.42 -0.93
S -0.80 3.53 -2.65
S -1.76 3.19 0.55
O -0.08 5.37 -0.41
C 1.12 4.90 0.24
C 2.21 4.57 -0.75
H -4.46 7.70 0.14
H -4.84 6.06 -0.40
H -4.25 7.25 -1.57
H -2.64 6.06 0.74
H -2.05 7.32 -0.36
H 0.87 4.04 0.86
H 1.43 5.72 0.89
H 1.91 3.73 -1.39
H 3.11 4.28 -0.21
H 2.43 5.43 -1.39
N 1.09 1.30 -0.39
C 2.20 0.74 -0.21
C 2.34 -0.36 0.80
C 3.46 -1.18 0.84
C 3.56 -2.18 1.80
C 2.53 -2.37 2.72
C 1.39 -1.58 2.65
C 1.29 -0.58 1.70
C 3.39 1.24 -0.98
C 3.25 1.50 -2.34
C 4.29 2.06 -3.05
C 5.47 2.40 -2.41
C 5.61 2.16 -1.05
C 4.58 1.58 -0.34
H 4.25 -1.05 0.11
H 4.43 -2.81 1.83
H 2.62 -3.14 3.47
H 0.58 -1.74 3.35
H 0.41 0.05 1.64
H 2.31 1.24 -2.83
H 4.17 2.26 -4.11
H 6.28 2.85 -2.97
H 6.53 2.42 -0.55
H 4.68 1.41 0.73
```

Computed properties:
Total energy ... -82130.3426 eV
Kohn-Sham gap (alpha / beta) ... 6.98 / 6.96 eV
HOMO level (alpha / beta) ... -7.48 / -7.42 eV
Multiplicity ... 2
Energy above the lowest of the compared OMol25 structures with the same formula, charge and spin ... 24.11 kcal per mole
Total charge ... 0

Density functional theory data (the ωB97M-V functional and the def2-TZVPD basis) for a structure of composition C31H31N5O6Ta at a distorted geometry.

XYZ file:
```
74
C31H31N5O6Ta the ωB97M-V functional and the def2-TZVPD basis
Ta 0.45 -0.10 -0.80
C -6.63 1.37 -0.62
C -5.26 0.79 -0.49
C -5.04 -0.55 -0.26
C -3.73 -1.06 -0.03
C -3.62 -2.44 0.23
N -2.73 -3.08 0.93
C -1.65 -2.60 1.79
C -2.11 -1.52 2.83
C -0.99 -1.12 3.87
N 0.03 -0.29 3.22
C 1.25 -0.22 3.61
C 2.31 0.52 2.85
C 3.61 0.72 3.40
C 4.61 1.34 2.72
C 5.86 1.73 3.40
C 4.40 1.56 1.36
C 3.19 1.22 0.74
C 3.03 1.54 -0.67
N 2.09 1.17 -1.41
C 1.92 1.94 -2.66
C 0.90 3.05 -2.45
C 0.31 3.14 -1.03
N -0.50 1.97 -0.66
C -1.76 2.14 -0.57
C -2.82 1.17 -0.48
C -4.13 1.63 -0.58
C -2.60 -0.20 -0.21
O -1.34 -0.67 -0.17
C 2.14 0.76 1.51
O 0.91 0.59 0.99
H -7.40 0.72 -0.19
H -7.00 1.48 -1.63
H -6.73 2.35 -0.18
H -5.89 -1.21 -0.21
H -4.39 -3.09 -0.16
H -2.90 -4.07 1.01
H -0.78 -2.25 1.15
H -1.27 -3.45 2.33
H -2.91 -1.96 3.39
H -2.42 -0.64 2.30
H -0.52 -1.98 4.34
H -1.48 -0.48 4.58
H -0.24 0.19 2.39
H 1.49 -0.70 4.52
H 3.72 0.52 4.44
H 5.87 2.82 3.49
H 6.70 1.35 2.80
H 5.93 1.34 4.43
H 5.23 2.06 0.80
H 3.76 2.28 -1.12
H 1.67 1.21 -3.42
H 2.87 2.38 -3.00
H 0.06 2.93 -3.21
H 1.34 3.99 -2.68
H -0.38 4.03 -0.98
H 1.11 3.29 -0.29
H -2.16 3.17 -0.71
H -4.30 2.65 -0.88
O 2.80 -3.43 0.06
C 2.20 -2.58 -0.52
O 1.54 -1.54 0.06
C 1.88 -2.61 -1.96
C 2.29 -3.54 -2.90
C 1.76 -3.46 -4.20
C 0.86 -2.43 -4.49
C 0.56 -1.55 -3.48
N 1.00 -1.64 -2.25
C -0.34 -0.37 -3.68
O -0.71 0.09 -4.71
O -0.46 0.25 -2.49
H 3.09 -4.21 -2.66
H 2.06 -4.12 -4.98
H 0.40 -2.29 -5.48
```

Computed properties:
Total energy ... -53918.2402 eV
Kohn-Sham gap ... 7.45 eV
HOMO level ... -16.88 eV
Energy above the lowest of the compared OMol25 structures with the same formula, charge and spin ... 0.00 kcal per mole
Total charge ... +3

Density functional theory data (the ωB97M-V functional and the def2-TZVPD basis) for a cluster of 2 separate species, C31H31NO5 in total at a distorted geometry.

XYZ file:
```
68
C31H31NO5 the ωB97M-V functional and the def2-TZVPD basis
C 1.62 -1.96 2.22
C 1.43 -0.51 2.16
N 2.42 0.39 2.39
C 3.81 0.04 2.67
C 1.92 1.70 2.30
C 0.55 1.61 1.99
C -0.19 2.77 1.80
C 0.45 4.00 1.98
C 1.81 4.08 2.31
C 2.58 2.91 2.46
C 0.22 0.19 1.91
C -1.02 -0.36 1.64
C -2.28 0.23 2.03
C -2.42 0.96 3.24
C -3.67 1.43 3.65
C -4.80 1.21 2.85
C -4.68 0.52 1.64
C -3.44 0.03 1.24
H 0.68 -2.41 2.57
H 1.77 -2.37 1.20
H 2.44 -2.25 2.88
H 4.36 0.97 2.84
H 3.87 -0.60 3.56
H 4.25 -0.49 1.81
H -1.23 2.68 1.50
H -0.13 4.93 1.86
H 2.28 5.05 2.45
H 3.64 2.92 2.70
H -1.05 -1.36 1.23
H -1.54 1.11 3.86
H -3.74 1.97 4.60
H -5.77 1.59 3.18
H -5.55 0.35 1.01
H -3.33 -0.51 0.30
C -3.98 -3.12 -1.59
C -2.58 -3.20 -1.03
O -1.89 -2.01 -1.47
C -0.63 -1.96 -0.96
C 0.05 -0.73 -1.33
C -0.67 0.47 -1.65
C -0.23 1.17 -2.90
C 0.41 0.53 -3.97
C 0.86 1.26 -5.07
C 0.65 2.65 -5.12
C -0.07 3.28 -4.09
C -0.53 2.54 -3.01
O -1.60 0.92 -0.97
C 1.50 -0.75 -1.39
O 2.24 0.21 -1.18
O 1.93 -2.01 -1.64
C 3.35 -2.20 -1.84
C 3.62 -3.65 -1.54
O -0.20 -2.82 -0.20
H -4.57 -3.94 -1.19
H -4.47 -2.17 -1.31
H -3.97 -3.20 -2.68
H -2.59 -3.23 0.06
H -2.05 -4.08 -1.43
H 0.53 -0.56 -3.93
H 1.38 0.75 -5.88
H 1.05 3.23 -5.94
H -0.26 4.36 -4.13
H -1.10 3.01 -2.21
H 3.59 -1.96 -2.89
H 3.91 -1.53 -1.17
H 4.68 -3.86 -1.67
H 3.34 -3.89 -0.51
H 3.05 -4.30 -2.21
```

Computed properties:
Total energy ... -44376.7277 eV
Kohn-Sham gap ... 5.21 eV
HOMO level ... -6.83 eV
Energy above the lowest of the compared OMol25 structures with the same formula, charge and spin ... 0.00 kcal per mole
Total charge ... 0

Q: Number 2 is which compound?
A: C31H31N5O6Ta